1.
{"formula": "C17H36IN4O6P", "method": "ωB97M-V/def2-TZVPD", "species": ["I", "P", "O", "O", "O", "O", "O", "O", "N", "N", "N", "N", "C", "C", "C", "C", "C", "C", "C", "C", "C", "C", "C", "C", "C", "C", "C", "C", "C", "H", "H", "H", "H", "H", "H", "H", "H", "H", "H", "H", "H", "H", "H", "H", "H", "H", "H", "H", "H", "H", "H", "H", "H", "H", "H", "H", "H", "H", "H", "H", "H", "H", "H", "H", "H"], "coordinates": [[-2.167, -3.713, 6.312], [-1.499, -0.070, 0.336], [1.460, 1.054, 2.777], [5.700, 1.629, -2.423], [0.352, 2.440, -6.047], [3.725, -0.170, -1.169], [-0.183, 2.623, 2.577], [0.037, 1.932, -3.159], [-0.896, 0.371, 3.254], [-0.175, -0.760, -0.283], [-3.415, -2.123, 2.231], [-2.545, -1.284, 2.897], [-1.326, -0.105, 4.562], [-1.033, 1.944, -4.102], [-1.356, -3.742, 2.419], [4.009, 0.456, 0.079], [-5.530, -1.139, 4.379], [-2.932, -3.544, 2.171], [-1.644, -0.347, 2.226], [0.112, 1.407, 2.863], [3.427, 0.774, -2.195], [-2.429, -1.207, 4.345], [-4.746, -2.375, 5.081], [6.714, 0.712, -2.036], [-3.221, -1.986, 5.511], [1.706, 2.025, -5.926], [4.626, 0.991, -3.113], [-0.558, 1.498, -5.482], [0.558, 3.233, -2.917], [4.464, -0.286, 0.736], [-0.131, 3.794, -2.279], [3.079, 0.807, 0.537], [0.731, 3.785, -3.845], [-4.801, -3.300, 4.414], [1.511, 3.127, -2.396], [1.917, 1.237, -6.657], [-0.688, -2.979, 1.874], [-1.073, -3.688, 3.530], [-0.947, 0.286, 5.576], [-6.546, -0.943, 4.903], [-4.957, -0.142, 4.441], [4.703, 1.293, -0.032], [-1.501, 2.933, -4.148], [-3.349, -1.207, 6.360], [-5.733, -1.469, 3.291], [4.328, 1.662, -3.926], [-1.423, 1.450, -6.151], [0.423, -0.026, -0.700], [-5.290, -2.628, 6.060], [-2.705, -0.619, -0.259], [-1.478, 1.375, 0.183], [-3.484, -4.166, 2.971], [-3.173, -4.053, 1.158], [-3.606, -1.815, 1.268], [3.083, 1.721, -1.765], [7.361, 1.207, -1.310], [6.298, -0.187, -1.575], [2.605, 0.354, -2.784], [-0.110, 0.499, -5.440], [7.313, 0.433, -2.910], [-1.047, -4.805, 2.073], [1.934, 1.663, -4.921], [4.955, 0.047, -3.561], [-1.783, 1.233, -3.742], [2.345, 2.883, -6.139]], "homo_energy_ev": -8.17, "e_lumo_ev": -0.97, "orbital_gap_ev": 7.19, "total_energy_ha": -1978.49447}



2.
{"formula": "C8H13N5", "method": "ωB97M-V/def2-TZVPD", "species": ["N", "N", "N", "N", "N", "C", "C", "C", "C", "C", "C", "C", "C", "H", "H", "H", "H", "H", "H", "H", "H", "H", "H", "H", "H", "H"], "coordinates": [[-2.472, -0.907, -0.618], [3.569, -0.173, -0.247], [-1.704, 0.134, -0.240], [0.080, -1.167, -0.238], [-3.395, 1.483, -0.987], [-0.266, 0.175, -0.142], [3.578, -2.507, 0.095], [-2.369, 1.367, -0.129], [-0.620, -2.114, -0.488], [-1.947, -2.116, -0.882], [-1.070, 2.545, 1.834], [-2.176, 2.418, 0.691], [3.323, -1.332, -0.712], [-2.582, -2.985, -0.970], [-3.972, 2.297, -0.855], [3.539, -2.276, 1.118], [-1.137, 1.735, 2.483], [3.422, 0.640, -0.915], [-1.236, 3.456, 2.398], [2.913, -3.317, -0.184], [-0.253, 2.537, 1.188], [3.750, 0.128, 0.767], [-3.735, 0.873, -1.705], [4.587, -2.857, -0.086], [2.943, -1.382, -1.741], [-2.770, 3.346, 0.567]], "total_charge": 2, "homo_energy_ev": [-14.53, -14.53], "e_lumo_ev": [-10.04, -10.04], "de_lowest_kj_mol": 759.0, "orbital_gap_ev": [4.49, 4.49], "total_energy_ha": -585.52263}